Record 1
{"formula": "C26H31GeN4O2Rh", "method": "wB97M-V/def2-TZVPD", "species": ["Rh", "O", "C", "N", "C", "C", "C", "C", "C", "C", "N", "C", "O", "C", "C", "C", "C", "C", "N", "C", "C", "C", "C", "C", "N", "H", "H", "H", "H", "H", "H", "H", "H", "H", "H", "H", "H", "C", "C", "C", "C", "Ge", "C", "C", "C", "C", "H", "H", "H", "H", "H", "H", "H", "H", "H", "H", "H", "H", "H", "H", "H", "H", "H", "H", "H"], "xyz": [[-0.37, -0.95, 0.58], [3.02, -1.83, 2.30], [2.02, -2.04, 1.70], [0.69, -1.64, 2.12], [0.05, -2.18, 3.12], [0.66, -2.93, 4.19], [-0.13, -3.39, 5.17], [-1.58, -3.18, 5.17], [-2.22, -2.52, 4.18], [-1.45, -2.01, 3.09], [-1.86, -1.49, 1.98], [-3.19, -1.39, 1.49], [-4.17, -1.76, 2.07], [-3.23, -0.75, 0.12], [-4.47, -0.44, -0.40], [-4.55, 0.26, -1.60], [-3.38, 0.61, -2.23], [-2.17, 0.24, -1.67], [-2.07, -0.44, -0.53], [1.91, -2.67, 0.34], [2.80, -3.61, -0.11], [2.59, -4.19, -1.35], [1.49, -3.79, -2.10], [0.64, -2.82, -1.59], [0.84, -2.27, -0.40], [1.74, -3.05, 4.22], [0.29, -3.93, 6.00], [-2.14, -3.58, 6.00], [-3.29, -2.38, 4.19], [-5.35, -0.72, 0.16], [-5.51, 0.52, -2.01], [-3.38, 1.17, -3.16], [-1.23, 0.47, -2.16], [3.65, -3.88, 0.51], [3.27, -4.93, -1.73], [1.29, -4.22, -3.07], [-0.22, -2.46, -2.15], [3.98, 3.71, -2.75], [2.66, 3.06, -2.38], [2.63, 1.57, -2.71], [1.31, 0.90, -2.31], [1.28, 0.61, -0.38], [0.74, 1.98, 0.92], [-0.64, 2.61, 0.75], [-0.78, 3.49, -0.48], [-2.12, 4.21, -0.53], [3.98, 4.78, -2.53], [4.19, 3.59, -3.82], [4.82, 3.26, -2.21], [1.84, 3.56, -2.89], [2.48, 3.20, -1.30], [3.48, 1.07, -2.23], [2.78, 1.44, -3.79], [1.21, -0.07, -2.81], [0.48, 1.52, -2.64], [2.66, 0.02, -0.01], [1.52, 2.75, 0.86], [0.86, 1.54, 1.92], [-0.86, 3.22, 1.64], [-1.42, 1.84, 0.73], [-0.65, 2.89, -1.39], [0.03, 4.22, -0.50], [-2.95, 3.50, -0.47], [-2.24, 4.77, -1.46], [-2.23, 4.90, 0.30]], "nbo_charge": [0.60, -0.43, 0.67, -0.45, 0.36, -0.27, -0.11, -0.07, -0.27, 0.30, -0.57, 0.66, -0.46, 0.08, -0.17, -0.11, -0.20, 0.07, -0.46, 0.07, -0.17, -0.12, -0.19, 0.05, -0.37, 0.26, 0.26, 0.26, 0.28, 0.27, 0.26, 0.26, 0.22, 0.27, 0.26, 0.26, 0.23, -0.61, -0.39, -0.41, -0.83, 1.23, -0.84, -0.40, -0.40, -0.60, 0.23, 0.22, 0.21, 0.20, 0.18, 0.21, 0.23, 0.23, 0.23, -0.16, 0.26, 0.24, 0.23, 0.17, 0.18, 0.22, 0.19, 0.23, 0.22], "charge": 2, "de_lowest_ev": 1.241, "orbital_gap_ev": [6.113, 6.114], "homo_ev": [-14.898, -14.899]}


Record 2
{"formula": "C18H16NNaO3", "method": "wB97M-V/def2-TZVPD", "species": ["C", "O", "C", "C", "C", "C", "C", "C", "N", "O", "O", "C", "C", "H", "H", "H", "H", "H", "H", "H", "H", "H", "C", "Na", "C", "C", "C", "C", "C", "C", "C", "C", "H", "H", "H", "H", "H", "H", "H"], "xyz": [[3.00, 0.49, -4.55], [1.63, 0.16, -4.22], [1.37, -0.39, -3.01], [0.08, -0.97, -2.86], [-0.16, -1.80, -1.79], [0.85, -2.06, -0.82], [0.68, -3.15, 0.07], [1.46, -3.48, 1.20], [0.79, -4.48, 2.11], [1.15, -4.61, 3.29], [-0.25, -5.05, 1.62], [2.05, -1.28, -0.87], [2.32, -0.48, -1.96], [2.94, 0.80, -5.59], [3.35, 1.32, -3.92], [3.66, -0.37, -4.44], [-0.65, -0.80, -3.64], [-1.13, -2.29, -1.69], [-0.29, -3.66, -0.01], [1.84, -2.65, 1.82], [2.78, -1.35, -0.06], [3.28, 0.04, -2.05], [3.77, -6.04, 0.93], [-1.15, -6.16, -0.04], [3.61, -4.70, 1.15], [2.46, -4.14, 0.30], [1.96, -5.41, -0.40], [2.72, -6.51, 0.02], [2.37, -7.78, -0.44], [1.36, -7.91, -1.39], [0.75, -6.78, -1.96], [1.09, -5.50, -1.48], [4.51, -6.72, 1.34], [4.18, -4.04, 1.80], [2.89, -3.46, -0.44], [2.91, -8.65, -0.05], [1.07, -8.90, -1.75], [0.07, -6.87, -2.81], [0.74, -4.59, -1.98]], "nbo_charge": [-0.25, -0.53, 0.15, -0.25, -0.27, 0.03, -0.48, -0.12, 0.35, -0.58, -0.81, -0.39, -0.27, 0.18, 0.16, 0.17, 0.20, 0.18, 0.18, 0.20, 0.19, 0.19, -0.28, 0.94, -0.08, -0.32, 0.14, -0.06, -0.22, -0.25, -0.34, -0.27, 0.20, 0.21, 0.25, 0.20, 0.20, 0.21, 0.25], "spin_multiplicity": 2, "charge": -1, "orbital_gap_ev": [2.528, 2.555], "homo_ev": [-1.135, -1.207]}


Record 3
{"formula": "C2H7NO2PS", "method": "wB97M-V/def2-TZVPD", "species": ["C", "C", "N", "O", "O", "P", "S", "H", "H", "H", "H", "H", "H", "H"], "xyz": [[-0.35, 0.48, 0.24], [-1.53, 0.97, 0.71], [-2.50, -0.78, -0.79], [0.50, -0.22, -0.16], [2.95, -0.80, 1.45], [2.83, -0.59, -0.05], [3.02, 1.42, -0.47], [-2.16, 1.68, 0.17], [-1.79, 0.48, 1.64], [-3.51, -0.93, -1.08], [-1.92, -0.72, -1.59], [-2.25, -1.70, -0.38], [3.35, -0.16, 2.04], [3.35, 0.86, -1.72]], "nbo_charge": [0.69, -0.58, -1.09, -0.60, -0.97, 1.32, -0.20, 0.29, 0.28, 0.38, 0.36, 0.36, 0.55, 0.20], "charge": 1, "de_lowest_ev": 2.085, "orbital_gap_ev": [6.252, 6.253], "homo_ev": [-11.752, -11.752]}


Record 4
{"formula": "C19H37AsCuN9O2S", "method": "wB97M-V/def2-TZVPD", "species": ["Cu", "C", "As", "C", "C", "S", "H", "H", "H", "H", "H", "H", "H", "H", "H", "N", "C", "C", "N", "C", "C", "N", "N", "C", "C", "H", "H", "H", "H", "H", "H", "H", "H", "H", "H", "H", "H", "H", "N", "C", "N", "C", "C", "O", "C", "C", "H", "H", "H", "H", "H", "H", "H", "H", "C", "N", "C", "C", "C", "N", "C", "O", "N", "H", "H", "H", "H", "H", "H", "H"], "xyz": [[-1.11, 1.34, 1.68], [-0.75, 3.95, -1.50], [0.71, 3.24, -2.54], [-0.09, 1.84, -3.60], [1.16, 4.63, -3.81], [2.44, 2.64, -1.54], [-1.50, 4.31, -2.19], [-0.39, 4.74, -0.84], [-1.14, 3.16, -0.86], [-0.90, 2.25, -4.20], [-0.45, 1.06, -2.93], [0.68, 1.42, -4.25], [0.32, 4.83, -4.48], [2.03, 4.30, -4.37], [1.42, 5.53, -3.26], [-0.61, 4.38, 1.90], [-0.80, 3.23, 1.84], [-1.85, -2.88, -0.75], [-2.14, -1.88, 0.26], [-1.38, -2.00, 1.48], [-2.78, -0.72, -0.03], [-2.53, 0.38, 0.60], [-3.71, -0.81, -1.07], [-4.19, 0.44, -1.63], [-4.77, -1.80, -0.94], [-0.76, -2.95, -0.89], [-2.28, -2.59, -1.70], [-2.23, -3.86, -0.46], [-1.32, -3.06, 1.74], [-1.87, -1.46, 2.29], [-0.37, -1.59, 1.38], [-3.23, 1.08, 0.39], [-4.93, 0.94, -1.00], [-4.66, 0.23, -2.59], [-3.35, 1.12, -1.80], [-4.38, -2.71, -0.48], [-5.17, -2.05, -1.92], [-5.59, -1.42, -0.31], [0.21, -0.43, -1.04], [1.23, -0.96, -0.91], [2.40, -1.56, -0.71], [3.51, -1.07, -1.54], [3.49, -1.76, -2.89], [3.51, -3.17, -2.74], [2.38, -3.63, -2.02], [2.36, -3.03, -0.63], [4.44, -1.29, -1.01], [3.41, 0.02, -1.64], [4.37, -1.50, -3.48], [2.59, -1.46, -3.45], [2.45, -4.72, -1.98], [1.46, -3.36, -2.56], [3.24, -3.34, -0.07], [1.47, -3.32, -0.07], [0.34, -0.57, 6.49], [0.85, -0.11, 5.21], [2.13, 0.33, 5.07], [2.59, 0.80, 3.89], [1.65, 0.84, 2.81], [0.41, 0.40, 2.94], [-0.05, -0.08, 4.13], [-1.19, -0.48, 4.30], [2.04, 1.34, 1.63], [1.18, -0.76, 7.15], [-0.24, -1.48, 6.34], [-0.31, 0.18, 6.93], [2.74, 0.28, 5.96], [3.60, 1.15, 3.78], [2.88, 1.89, 1.59], [1.35, 1.58, 0.92]], "nbo_charge": [0.76, -0.98, 1.47, -0.98, -0.97, -0.76, 0.23, 0.28, 0.27, 0.23, 0.27, 0.24, 0.23, 0.25, 0.25, -0.57, -0.27, -0.40, -0.43, -0.42, 0.66, -0.88, -0.46, -0.42, -0.41, 0.19, 0.23, 0.19, 0.19, 0.26, 0.20, 0.37, 0.18, 0.21, 0.22, 0.22, 0.20, 0.18, -0.44, 0.46, -0.47, -0.25, -0.09, -0.52, -0.09, -0.23, 0.20, 0.26, 0.21, 0.17, 0.20, 0.17, 0.21, 0.22, -0.40, -0.41, 0.11, -0.38, 0.48, -0.66, 0.77, -0.65, -0.75, 0.20, 0.23, 0.22, 0.21, 0.23, 0.40, 0.44], "de_lowest_ev": 0.467, "orbital_gap_ev": 8.046, "homo_ev": -7.490}


Record 5
{"formula": "C6H9BrClN3", "method": "wB97M-V/def2-TZVPD", "species": ["C", "N", "N", "C", "Cl", "C", "Br", "N", "C", "C", "C", "H", "H", "H", "H", "H", "H", "H", "H", "H"], "xyz": [[0.00, -1.03, 2.10], [-0.32, -1.43, 0.79], [-1.55, -1.79, 0.58], [-2.01, -1.40, -0.55], [-3.58, -1.88, -1.17], [-1.16, -0.36, -1.18], [-2.34, 1.36, -1.29], [-0.04, -0.34, -0.40], [0.58, 0.86, -0.12], [2.00, 0.91, -0.06], [1.24, 1.56, -1.24], [0.37, -1.85, 2.73], [0.78, -0.28, 1.79], [-0.73, -0.51, 2.77], [-0.94, -0.44, -2.19], [0.00, 1.54, 0.52], [2.51, 0.06, -0.27], [2.47, 1.47, 0.81], [1.39, 2.64, -1.46], [1.33, 0.91, -2.16]], "nbo_charge": [-0.44, -0.06, -0.19, 0.13, 0.04, -0.05, -0.19, -0.31, -0.12, -0.42, -0.40, 0.22, 0.23, 0.20, 0.22, 0.22, 0.22, 0.22, 0.25, 0.22], "smiles": "CN1N=C(Cl)[C@@H](Br)N1C1CC1", "de_lowest_ev": 2.408, "orbital_gap_ev": 9.119, "homo_ev": -8.693}


Record 6
{"formula": "C49H53IN11O6P2S", "method": "wB97M-V/def2-TZVPD", "species": ["O", "N", "O", "C", "N", "C", "P", "O", "I", "S", "C", "C", "P", "O", "O", "O", "H", "H", "H", "H", "H", "H", "H", "H", "N", "C", "C", "C", "C", "C", "H", "H", "H", "H", "H", "N", "C", "C", "C", "C", "C", "H", "H", "H", "H", "H", "N", "C", "C", "C", "C", "C", "H", "H", "H", "H", "H", "N", "C", "C", "C", "C", "C", "H", "H", "H", "H", "H", "N", "C", "C", "C", "C", "C", "H", "H", "H", "H", "H", "N", "C", "C", "C", "C", "C", "H", "H", "H", "H", "H", "N", "C", "C", "C", "C", "C", "H", "H", "H", "H", "H", "N", "C", "C", "C", "C", "C", "H", "H", "H", "H", "H", "N", "C", "C", "C", "C", "C", "H", "H", "H", "H", "H"], "xyz": [[2.12, -2.81, 1.87], [2.74, -2.83, 0.91], [2.22, -1.69, -0.03], [1.50, -2.27, -1.05], [2.32, -2.57, -2.27], [1.58, -2.71, -3.34], [2.42, -3.12, -4.95], [1.76, -1.97, -5.86], [1.01, -5.05, -5.32], [-0.08, -2.39, -3.09], [0.41, -1.36, -1.63], [-0.71, -0.94, -0.70], [-1.48, -2.26, 0.28], [-1.18, -3.59, -0.29], [-1.03, -2.01, 1.79], [-3.03, -1.93, 0.38], [1.04, -3.23, -0.77], [3.35, -2.62, -2.30], [0.79, -1.87, -5.83], [0.90, -0.47, -2.03], [-0.36, -0.15, -0.03], [-1.48, -0.49, -1.34], [-0.07, -2.02, 1.93], [-3.23, -1.05, 0.73], [0.73, -7.67, 4.29], [-0.58, -7.47, 4.40], [-1.28, -6.49, 3.70], [-0.56, -5.67, 2.84], [0.81, -5.87, 2.72], [1.41, -6.88, 3.46], [-1.11, -8.12, 5.08], [-2.34, -6.37, 3.84], [-1.05, -4.89, 2.27], [1.41, -5.26, 2.06], [2.47, -7.07, 3.39], [-2.24, 0.88, -3.23], [-3.57, 0.76, -3.21], [-4.44, 1.76, -3.61], [-3.90, 2.96, -4.04], [-2.52, 3.11, -4.06], [-1.74, 2.04, -3.66], [-3.96, -0.19, -2.86], [-5.51, 1.59, -3.60], [-4.55, 3.77, -4.36], [-2.06, 4.03, -4.39], [-0.66, 2.12, -3.67], [-4.42, 5.37, -1.93], [-5.53, 5.51, -1.20], [-6.04, 6.74, -0.83], [-5.37, 7.89, -1.23], [-4.22, 7.75, -1.98], [-3.78, 6.47, -2.30], [-6.03, 4.60, -0.91], [-6.95, 6.80, -0.24], [-5.74, 8.87, -0.96], [-3.66, 8.61, -2.31], [-2.88, 6.33, -2.88], [3.15, -0.26, 5.24], [4.08, 0.06, 6.13], [5.26, -0.65, 6.30], [5.48, -1.76, 5.50], [4.52, -2.09, 4.55], [3.38, -1.32, 4.47], [3.88, 0.94, 6.73], [5.99, -0.34, 7.04], [6.39, -2.34, 5.59], [4.66, -2.95, 3.90], [2.59, -1.55, 3.76], [-5.84, 0.38, -6.34], [-6.63, -0.41, -7.08], [-6.44, -0.63, -8.44], [-5.38, 0.00, -9.07], [-4.55, 0.81, -8.31], [-4.82, 0.96, -6.96], [-7.46, -0.88, -6.56], [-7.11, -1.27, -8.98], [-5.20, -0.15, -10.12], [-3.70, 1.32, -8.76], [-4.19, 1.59, -6.34], [5.25, 5.38, 5.55], [5.95, 5.64, 4.45], [5.92, 4.83, 3.32], [5.13, 3.69, 3.34], [4.40, 3.41, 4.48], [4.50, 4.28, 5.56], [6.56, 6.53, 4.47], [6.52, 5.09, 2.45], [5.09, 3.03, 2.48], [3.78, 2.53, 4.54], [3.95, 4.09, 6.48], [4.70, -1.63, -2.67], [4.16, -0.72, -3.47], [4.82, 0.39, -3.97], [6.14, 0.56, -3.60], [6.73, -0.38, -2.77], [5.98, -1.46, -2.33], [3.11, -0.88, -3.70], [4.31, 1.09, -4.62], [6.71, 1.41, -3.96], [7.76, -0.28, -2.46], [6.41, -2.21, -1.68], [-4.06, -5.81, 5.40], [-4.13, -6.36, 6.61], [-5.01, -5.94, 7.60], [-5.86, -4.88, 7.32], [-5.79, -4.29, 6.06], [-4.88, -4.79, 5.14], [-3.45, -7.18, 6.80], [-5.02, -6.43, 8.56], [-6.55, -4.52, 8.06], [-6.43, -3.46, 5.80], [-4.81, -4.36, 4.15], [2.23, 4.62, -1.86], [3.46, 4.85, -1.41], [3.82, 4.76, -0.07], [2.84, 4.41, 0.85], [1.55, 4.18, 0.39], [1.30, 4.29, -0.96], [4.21, 5.12, -2.15], [4.83, 4.95, 0.24], [3.07, 4.33, 1.91], [0.75, 3.92, 1.08], [0.30, 4.13, -1.36]], "mulliken_charge": [0.24, -0.01, -0.40, -1.03, 0.27, -0.11, 0.19, -0.39, -0.01, 0.10, 0.03, -0.65, 1.09, -0.71, -0.49, -0.58, 0.75, 0.66, 0.37, 0.83, 0.58, -0.06, 0.28, 0.34, -0.55, -0.31, -0.47, 0.01, -0.17, -0.48, 0.35, 0.48, 0.46, 0.31, 0.35, -0.14, -0.17, -0.87, -0.09, -0.77, -0.22, 0.44, 0.36, 0.50, 0.44, 0.51, -0.29, -0.14, -0.54, -0.15, -0.62, -0.02, 0.35, 0.36, 0.38, 0.36, 0.32, -0.53, -0.27, -0.44, -0.40, -0.28, -0.12, 0.47, 0.40, 0.39, 0.36, 0.42, -0.24, -0.28, -0.41, -0.21, -0.76, 0.31, 0.35, 0.36, 0.39, 0.37, 0.15, -0.57, -0.30, -0.26, -0.60, -0.15, -0.30, 0.35, 0.38, 0.61, 0.43, 0.38, -0.21, 0.00, -1.27, -0.09, -0.69, -0.22, 0.51, 0.44, 0.44, 0.41, 0.43, -0.26, -0.08, -0.63, -0.16, -0.61, -0.13, 0.32, 0.36, 0.37, 0.36, 0.40, -0.54, -0.43, -0.20, 0.11, -0.75, -0.31, 0.38, 0.31, 0.49, 0.39, 0.56], "charge": 1, "orbital_gap_ev": 6.839, "homo_ev": -10.869}